The following is a quantum chemistry calculation of C33H53N4O2P2V as an isolated structure, from the Open Molecules 2025 dataset.

Each line ends with the Mulliken spin population.
Atoms and positions in Å:
C -1.620 -0.967 -2.434  0.006
C -1.355 1.234 -1.688  0.195
C -2.614 -0.570 -3.355  -0.014
C -2.306 1.707 -2.610  0.000
C -2.936 0.795 -3.456  0.021
H -3.124 -1.386 -3.880  -0.001
H -2.699 2.739 -2.533  -0.001
H -3.681 1.105 -4.154  0.000
N -0.832 -0.046 -1.790  -0.204
P 0.432 -2.552 -1.744  -0.172
P -0.050 2.669 0.653  0.105
C -1.403 -2.412 -2.041  0.105
H -1.971 -2.730 -1.131  -0.009
H -1.772 -3.108 -2.811  -0.004
C -1.529 1.972 -0.365  0.087
H -2.286 2.876 -0.506  -0.013
C -1.092 3.598 2.021  0.043
C 1.719 3.588 0.173  -0.065
C 0.617 -3.765 -0.352  -0.026
C 1.107 -2.876 -3.477  0.013
C -0.820 2.787 3.303  0.020
H 0.267 2.605 3.481  -0.005
H -1.225 3.346 4.180  0.001
H -1.319 1.796 3.250  -0.003
C -0.647 5.054 2.144  0.007
H 0.422 5.191 2.350  0.002
H -0.915 5.593 1.224  -0.001
H -1.206 5.533 2.971  -0.001
C -2.628 3.696 1.846  0.008
H -3.082 3.915 2.828  0.000
H -2.949 4.505 1.150  0.000
H -3.067 2.766 1.472  0.000
C 2.568 3.765 1.461  0.009
H 2.799 2.782 1.914  -0.004
H 3.537 4.231 1.181  -0.001
H 2.108 4.404 2.240  0.000
C 2.509 2.721 -0.832  0.086
H 2.826 1.768 -0.381  -0.015
H 1.931 2.525 -1.757  0.006
H 3.440 3.261 -1.117  -0.005
C 1.298 4.883 -0.519  0.008
H 0.775 5.572 0.165  0.000
H 2.209 5.393 -0.897  0.000
H 0.646 4.649 -1.384  -0.006
C 2.522 -3.451 -3.360  0.000
H 2.912 -3.608 -4.374  0.000
H 3.201 -2.756 -2.849  -0.003
H 2.536 -4.422 -2.852  0.000
C 1.160 -1.546 -4.255  0.035
H 0.166 -1.093 -4.376  0.000
H 1.824 -0.815 -3.780  -0.021
H 1.564 -1.757 -5.257  0.000
C 0.182 -3.852 -4.220  -0.004
H 0.648 -4.115 -5.181  -0.001
H 0.016 -4.781 -3.658  0.000
H -0.788 -3.398 -4.461  0.001
C -0.168 -3.238 0.883  0.076
H -1.254 -3.214 0.697  -0.005
H 0.023 -3.922 1.735  0.005
H 0.146 -2.214 1.192  -0.009
C 2.110 -3.882 0.020  0.099
H 2.518 -2.930 0.406  -0.041
H 2.215 -4.631 0.824  0.001
H 2.731 -4.189 -0.834  0.003
C 0.063 -5.121 -0.837  0.004
H -0.960 -5.027 -1.238  0.000
H 0.706 -5.574 -1.610  0.000
H 0.024 -5.816 0.020  0.000
V 0.598 -0.613 -0.564  2.311
C 2.194 -0.340 -1.416  0.101
O 3.276 -0.279 -1.958  0.242
N -0.572 0.079 0.908  0.155
C -1.629 0.812 0.727  -0.077
C -3.000 0.395 1.331  -0.022
C -2.720 -0.351 2.487  0.002
C -4.344 0.684 0.981  -0.014
C -3.724 -0.889 3.273  0.007
H -1.681 -0.534 2.814  -0.003
C -5.403 0.169 1.782  0.006
H -4.541 1.336 0.119  -0.001
C -5.027 -0.616 2.904  -0.011
H -3.473 -1.534 4.160  0.000
H -6.435 0.366 1.489  0.000
H -5.863 -0.955 3.526  -0.001
C 2.696 -0.046 4.165  -0.001
N 3.509 -0.677 3.174  0.000
C 3.185 -0.731 1.867  -0.001
N 3.999 -1.475 1.076  0.003
O 2.167 -0.151 1.419  -0.004
H 1.703 -0.504 4.250  0.000
H 2.557 1.019 3.940  0.000
H 3.191 -0.127 5.121  0.000
H 4.211 -1.374 3.477  0.000
H 4.012 -1.263 0.068  -0.010
H 4.926 -1.661 1.456  -0.001

Atoms 1-3, force components in eV/Å:
-0.4274 0.8411 -0.7297
-1.6191 0.2529 -0.0108
0.5807 -0.3200 1.0267

Output
HOMO (spin up / spin down): -8.4 / -8.2 eV
Net charge: +1
HOMO-LUMO gap (spin up / spin down): 0.199 / 0.177 Ha
E_tot: -3285.1150 Ha
LUMO (spin up / spin down): -3.03 / -3.41 eV
Max |F|: 8.20 eV Å⁻¹
Spin multiplicity: 4